Molecular formula: C16H17N
Method: DFT, wB97M-V/def2-TZVPD

As for the HOMO energy: -7.679 eV. As for the relative energy (zero: lowest compared OMol25 entry of this formula, charge and spin): 1.050 eV. For the LUMO energy, the calculation gives 0.91 eV. The calculation puts the energy at -674.6180 Eh. The calculation puts the orbital gap at 8.586 eV.

Last column: Mulliken charge in e.
Atoms and positions in Å:
C1 -1.3045 -0.2335 2.4234  -1.305
C2 -0.4469 0.8608 1.9174  0.518
C3 -0.9522 2.0682 1.4829  -0.719
N1 0.0440 2.8298 0.9044  -0.082
C4 1.1514 2.0414 0.7690  -0.322
C5 2.4139 2.4001 0.2744  -0.554
C6 3.4473 1.5068 0.3579  -0.672
C7 3.1638 0.2167 0.8307  -0.612
C8 1.9233 -0.1827 1.3338  -0.420
C9 0.9324 0.8192 1.4659  0.898
H1 -0.6820 -1.0298 2.8388  0.375
H2 -1.9819 -0.6569 1.6870  0.093
H3 -1.8424 0.1188 3.3213  0.415
H4 -1.9511 2.4539 1.5942  0.445
H5 0.0463 3.6462 0.3067  0.260
H6 2.5313 3.4247 -0.0246  0.379
H7 4.4818 1.8049 0.2900  0.426
H8 3.9366 -0.5280 1.0123  0.387
H9 1.7175 -1.2342 1.4273  0.499
C10 -3.1275 -2.1101 -1.2461  -1.415
C11 -1.7484 -1.5532 -1.4650  0.952
C12 -1.6051 -0.4344 -2.2896  -0.699
C13 -0.2939 -0.0078 -2.5465  -0.641
C14 0.8046 -0.6216 -1.9323  -0.432
C15 0.6603 -1.6965 -1.0962  -0.576
C16 -0.6528 -2.1485 -0.8764  -0.154
H10 -3.9058 -1.6139 -1.8401  0.344
H11 -3.3609 -2.0426 -0.1755  0.261
H12 -3.2673 -3.1858 -1.3897  0.349
H13 -2.4327 -0.0718 -2.8698  0.367
H14 -0.1551 0.6276 -3.4053  0.408
H15 1.7697 -0.2347 -2.2420  0.376
H16 1.4844 -2.2982 -0.7114  0.531
H17 -0.7980 -2.9349 -0.1269  0.322

Molecular formula: C16H17N2O2Rh
Method: DFT, wB97M-V/def2-TZVPD

As for the HOMO energy: -8.147 eV. As for the relative energy (zero: lowest compared OMol25 entry of this formula, charge and spin): 0.196 eV. For the LUMO energy, the calculation gives -0.16 eV. The calculation puts the energy at -990.4189 Eh. The calculation puts the orbital gap at 7.992 eV.

Last column: Mulliken charge in e.
Atoms and positions in Å:
Rh1 0.3529 -0.6650 0.5162  0.363
C1 2.2194 0.4489 0.2432  -0.511
C2 2.5495 -0.9215 0.5441  -0.310
C3 2.0742 -1.2155 1.8171  -0.555
C4 1.4253 -0.0328 2.3297  -0.607
C5 1.6257 1.0106 1.3870  -0.402
H1 2.4353 0.9714 -0.6743  0.413
H2 3.0095 -1.6053 -0.1517  0.504
H3 2.1097 -2.1622 2.3333  0.552
H4 0.9965 0.0983 3.3103  0.434
H5 1.2655 2.0233 1.4768  0.455
N1 -0.7701 -2.3204 1.2485  -0.354
C6 -0.9495 -3.4037 0.2516  -0.639
C7 0.3335 -3.6702 -0.5115  -0.401
C8 0.5296 -2.6756 -1.6619  0.529
O1 0.8552 -3.1015 -2.7535  -0.706
O2 0.2771 -1.4296 -1.4113  -0.445
H6 -0.2632 -2.6744 2.0532  0.282
H7 -1.6814 -2.0323 1.5921  0.249
H8 -1.7224 -3.0662 -0.4395  0.294
H9 -1.3142 -4.3049 0.7500  0.466
H10 0.3200 -4.6658 -0.9496  0.334
H11 1.1905 -3.6248 0.1681  0.179
C9 -1.5388 0.0331 -0.0454  -1.224
C10 -1.3788 1.4304 -0.4722  0.917
C11 -1.6369 2.4819 0.4140  -0.592
C12 -1.3224 3.7897 0.0962  -0.782
C13 -0.7437 4.0821 -1.1381  0.552
C14 -0.5108 3.0513 -2.0500  -0.921
C15 -0.8300 1.7494 -1.7205  -0.190
C16 -0.3978 5.4336 -1.4675  0.024
N2 -0.1213 6.5191 -1.7273  -0.509
H12 -1.8228 -0.6117 -0.8740  0.432
H13 -2.2540 -0.0244 0.7801  0.547
H14 -2.0852 2.2631 1.3769  0.342
H15 -1.5230 4.5916 0.7944  0.440
H16 -0.0766 3.2816 -3.0138  0.451
H17 -0.6263 0.9479 -2.4208  0.386

Molecular formula: C16H17N3O3PS
Method: DFT, wB97M-V/def2-TZVPD

As for the HOMO energy: -2.346 eV. As for the net charge: -1. For the LUMO energy, the calculation gives 0.31 eV. The calculation puts the energy at -1748.7403 Eh. The calculation puts the orbital gap at 2.655 eV.

Last column: Mulliken charge in e.
Atoms and positions in Å:
C1 3.5873 1.0187 1.8845  -0.853
C2 2.3150 0.6070 0.9228  -0.308
P1 2.7672 0.7709 -0.9652  -0.144
C3 2.8548 2.6991 -1.2256  -0.759
N1 1.4734 0.0730 -1.9911  0.168
C4 0.2379 0.5273 -1.2241  -0.002
O1 -0.2477 1.7462 -0.9653  -0.434
C5 -0.5428 -0.8367 -0.7479  0.164
C6 -1.8675 -1.0573 0.2152  0.254
C7 -2.5417 0.2858 0.8703  0.338
C8 -2.0684 0.7350 2.4020  -0.274
C9 -2.7528 2.0970 3.0023  -0.209
N2 -3.7693 2.9895 2.3491  -0.476
C10 -4.1558 2.5777 0.9570  -0.141
C11 -3.6427 1.2731 0.1093  -0.280
C12 -2.3946 -2.6111 0.4791  -0.524
C13 -1.5279 -3.8414 -0.2493  0.105
S1 -2.1153 -5.5914 0.0840  -0.271
C14 -0.1893 -3.5531 -1.1938  0.202
N3 0.5733 -4.7273 -1.7851  -0.620
C15 0.3267 -2.0225 -1.4743  -0.156
C16 1.5885 -1.4130 -2.3256  0.389
O2 2.4369 -2.0738 -3.1205  -0.565
H1 4.5941 0.9375 1.2680  0.266
H2 3.6363 0.2641 2.7974  0.276
H3 3.5106 2.1406 2.2516  0.236
H4 1.8369 -0.4293 1.1850  0.313
H5 1.4718 1.4301 1.1092  0.218
H6 3.8591 3.1613 -0.8005  0.310
H7 2.7023 2.9302 -2.3741  0.285
H8 1.9797 3.2589 -0.6395  0.236
H9 -1.2855 0.0475 2.9347  0.317
H10 -2.4195 2.3980 4.1092  0.268
H11 -4.9529 3.2734 0.4027  0.275
H12 -3.9915 1.0161 -0.9921  0.285
H13 -3.3411 -2.8250 1.1586  0.272
H14 -2.5711 -5.6149 1.4138  0.163
H15 0.8069 -5.3298 -0.9391  0.288
H16 1.5244 -4.3330 -2.0553  0.328
O3 1.3412 4.3564 -3.6568  -1.134
H17 0.9530 3.6451 -3.1807  0.191

Molecular formula: C16H17N3O4S2
Method: DFT, wB97M-V/def2-TZVPD

As for the HOMO energy: -7.846 eV. As for the relative energy (zero: lowest compared OMol25 entry of this formula, charge and spin): 1.334 eV. For the LUMO energy, the calculation gives 0.27 eV. The calculation puts the energy at -1881.5008 Eh. The calculation puts the orbital gap at 8.111 eV.

Last column: Mulliken charge in e.
Atoms and positions in Å:
C1 1.7061 2.4907 -1.3507  -1.711
C2 1.4479 0.9895 -1.2442  0.007
N1 0.2941 0.7495 -0.3817  -0.156
C3 0.2990 0.9004 0.9548  0.130
S1 1.5938 1.4041 1.8437  -0.384
N2 -0.8448 0.5711 1.6374  -0.057
C4 -2.1402 0.3636 1.1911  0.160
C5 -2.6488 0.9663 0.0349  -0.176
C6 -3.9524 0.7234 -0.3547  -0.764
C7 -4.7532 -0.1049 0.4051  0.316
S2 -6.4118 -0.4468 -0.1329  1.241
N3 -6.1475 -1.8179 -1.0826  -0.521
O1 -6.8619 0.6017 -1.0002  -0.662
O2 -7.2119 -0.8334 0.9917  -0.658
C8 -4.2836 -0.6766 1.5722  -0.657
C9 -2.9832 -0.4415 1.9676  -0.762
C10 2.6394 0.1676 -0.7835  0.088
C11 2.4439 -1.1908 -0.5689  -0.463
C12 3.4647 -2.0319 -0.1377  -1.149
C13 4.6969 -1.4613 0.0618  0.957
C14 4.9062 -0.1009 -0.1643  0.737
C15 3.9009 0.7325 -0.5862  -0.765
O3 6.2151 0.2051 0.0941  -0.509
C16 6.8158 -0.9968 0.5245  -0.268
O4 5.8670 -2.0412 0.4722  -0.485
H1 0.7910 2.9943 -1.6551  0.387
H2 2.0188 2.8888 -0.3903  0.364
H3 2.4721 2.6884 -2.0940  0.476
H4 1.1507 0.6199 -2.2340  0.405
H5 -0.4850 0.2488 -0.7809  0.435
H6 -0.6957 0.4893 2.6351  0.277
H7 -2.0441 1.6615 -0.5257  0.624
H8 -4.3717 1.1880 -1.2325  0.453
H9 -6.5934 -2.6306 -0.6886  0.269
H10 -6.4412 -1.6682 -2.0343  0.267
H11 -4.9511 -1.2880 2.1574  0.451
H12 -2.6029 -0.8761 2.8799  0.379
H13 1.4640 -1.6163 -0.7311  0.385
H14 3.2984 -3.0819 0.0339  0.416
H15 4.0941 1.7797 -0.7307  0.424
H16 7.1779 -0.8793 1.5591  0.252
H17 7.6666 -1.2396 -0.1317  0.245

Molecular formula: C16H17N3O5
Method: DFT, wB97M-V/def2-TZVPD

As for the HOMO energy: -9.118 eV. As for the relative energy (zero: lowest compared OMol25 entry of this formula, charge and spin): 7.091 eV. For the LUMO energy, the calculation gives 0.00 eV. The calculation puts the energy at -1160.2287 Eh. The calculation puts the orbital gap at 9.121 eV.

Last column: Mulliken charge in e.
Atoms and positions in Å:
O1 -2.6857 3.3185 2.5797  -0.559
C1 -2.6162 2.3576 3.3300  0.263
O2 -2.7287 2.5733 4.6712  -0.461
C2 -2.6461 0.9386 2.7529  0.112
C3 -3.0339 -0.1775 3.5395  -0.759
C4 -2.7913 -1.6605 3.1914  0.198
O3 -3.9735 -2.3634 3.5264  -0.552
C5 -2.0475 -1.8283 1.8738  0.063
O4 -2.3540 -3.0971 1.3260  -0.613
C6 -2.1967 -0.7597 0.8386  -0.158
N1 -1.4085 -1.0282 -0.4071  0.688
C7 -0.5355 -0.2121 -0.9508  -0.016
C8 -0.0536 -0.8502 -2.0726  -0.527
C9 1.1658 -0.5491 -2.7747  -0.100
O5 1.5057 0.7834 -2.9371  -0.388
C10 2.8540 0.8996 -3.0141  0.258
C11 3.5744 1.1271 -4.1996  -0.220
C12 5.0152 1.3627 -4.1845  -0.596
C13 5.6387 1.2850 -2.9030  -0.355
C14 4.9018 1.1220 -1.6955  -0.765
C15 3.5417 0.9110 -1.7833  0.091
N2 -0.4534 -2.2225 -1.9436  -0.727
N3 -1.2322 -2.2408 -0.9655  -0.453
C16 -1.9380 0.6547 1.4834  -0.496
H1 -2.8076 3.5004 4.8922  0.347
H2 -3.2641 -0.1311 4.6333  0.342
H3 -2.0969 -1.9259 4.0012  0.197
H4 -3.9347 -3.2432 3.2984  0.334
H5 -1.0061 -1.7669 2.1181  0.337
H6 -2.0959 -3.1048 0.3951  0.470
H7 -3.2613 -0.7277 0.4911  0.069
H8 -0.2753 0.7378 -0.6268  0.610
H9 0.9314 -0.9200 -3.8364  0.170
H10 1.9487 -1.0761 -2.2603  0.362
H11 3.0341 1.2662 -5.2239  0.263
H12 5.4722 1.5338 -5.1639  0.367
H13 6.7188 1.2634 -2.8372  0.348
H14 5.3565 1.1064 -0.7605  0.461
H15 2.9731 0.8402 -0.8708  0.373
H16 -2.3017 1.4996 0.8796  0.471
H17 -0.8936 0.8039 1.5894  0.551

Molecular formula: C16H17N6O6SV
Method: DFT, wB97M-V/def2-TZVPD

As for the spin multiplicity: 2. As for the HOMO energy (alpha / beta): -3.596 / -3.012 eV. As for the relative energy (zero: lowest compared OMol25 entry of this formula, charge and spin): 0.012 eV. As for the net charge: -1. For the LUMO energy (alpha / beta), the calculation gives 2.16 / 2.16 eV. The calculation puts the energy at -2742.2645 Eh. The calculation puts the orbital gap (alpha / beta) at 5.753 / 5.170 eV.

Last column: Löwdin spin population.
Atoms and positions in Å:
V1 -0.0682 -0.1991 -0.0404  0.932
O1 3.2992 -2.2550 0.8585  0.000
C1 2.1084 -2.0187 0.7503  0.003
O2 1.5809 -1.3802 -0.2546  0.011
C2 1.1298 -2.5533 1.8040  0.001
C3 -0.1671 -3.0427 1.1472  0.002
C4 -0.9614 -3.9419 2.0942  0.000
C5 -1.5635 -2.9084 3.0755  0.000
C6 -0.9469 -1.6127 2.5576  0.001
O3 -0.9543 -1.8291 1.1307  0.011
C7 0.5609 -1.5362 2.8602  0.001
C8 0.9975 -0.0623 2.7804  0.002
O4 1.5134 0.4504 3.7651  0.000
O5 0.7152 0.5500 1.6842  0.007
H1 1.6551 -3.3603 2.3128  0.000
H2 -0.0720 -3.4105 0.1299  0.000
H3 -1.7362 -4.4785 1.5496  0.000
H4 -0.3114 -4.6667 2.5850  0.000
H5 -2.6483 -2.8674 2.9805  0.000
H6 -1.3124 -3.0945 4.1197  0.000
H7 -1.4976 -0.7026 2.7819  0.000
H8 0.7812 -1.8753 3.8711  0.000
C9 0.4723 5.5143 -0.3285  0.000
C10 1.7508 4.9282 -0.9132  0.000
C11 1.6099 3.4752 -1.2557  0.000
N1 0.7373 2.7023 -0.7290  -0.001
N2 0.8320 1.3914 -1.1571  -0.008
C12 1.8025 1.2139 -2.0123  0.008
N3 2.1197 0.0127 -2.5695  0.003
S1 2.6710 2.6687 -2.3759  0.000
H9 0.6473 6.5361 0.0088  0.000
H10 0.1304 4.9192 0.5156  0.000
H11 -0.3266 5.5258 -1.0705  0.000
H12 2.5669 5.0228 -0.1910  0.000
H13 2.0602 5.4789 -1.8049  0.000
H14 1.9571 -0.7474 -1.8945  -0.001
H15 3.0578 -0.0405 -2.9361  0.000
N4 -2.3627 1.5027 -2.5115  0.000
C13 -2.2609 0.2926 -1.8948  0.004
O6 -1.9461 0.2839 -0.6642  0.019
C14 -2.5267 -0.8863 -2.6212  0.001
C15 -2.8812 -0.7937 -3.9860  0.000
N5 -3.2035 -0.6713 -5.0894  0.001
C16 -2.3954 -2.1529 -2.0072  0.002
N6 -2.2783 -3.1952 -1.5244  0.001
H16 -2.4009 1.5466 -3.5158  0.000
H17 -1.9351 2.2669 -2.0149  0.000